No. 1
Computed, not measured: 2 unconnected molecules or ions with the total composition C4H8O2 in a non-equilibrium geometry, with ωB97M-V/def2-TZVPD.

Structure (ORCA input):
```
! wB97M-V def2-TZVPD RIJCOSX def2/J DEFGRID3
* xyz 0 1
C 1.182 1.331 1.214
C 0.976 0.141 0.315
O -0.045 -0.566 0.950
C -1.083 -1.249 -0.166
C -1.533 -0.523 -1.437
O -1.290 -1.021 -2.506
H 1.572 1.062 2.205
H 0.264 1.901 1.428
H 1.911 1.896 0.659
H 0.485 0.733 -1.211
H 1.918 -0.456 0.156
H -1.993 -1.731 0.247
H -0.324 -1.966 -0.395
H -2.039 0.448 -1.459
*
```

Results
**Kohn-Sham gap**: 10.00 eV
**Energy above the lowest of the compared OMol25 structures with the same formula, charge and spin**: 518.1 kJ/mol
**Calculated total energy**: -8367.9120 eV
**Max |F|**: 4.4 eV/A
**HOMO level**: -9.786 eV

---

No. 2
Computed, not measured: a gas-phase ion, C6H14NO (charge -1) in a non-equilibrium geometry, with ωB97M-V/def2-TZVPD.

Structure (ORCA input):
```
! wB97M-V def2-TZVPD RIJCOSX def2/J DEFGRID3
* xyz -1 1
C -0.204 0.806 -1.996
N 0.543 -0.176 -1.201
C -0.152 -0.575 0.066
C 0.755 -1.516 0.841
C 0.044 -2.182 2.112
O -1.262 -1.921 2.253
C -0.683 0.580 0.905
C 0.166 2.280 -1.761
H -1.268 0.710 -1.764
H -0.062 0.550 -3.046
H 1.404 0.275 -0.890
H -1.014 -1.139 -0.285
H 1.591 -0.898 1.206
H 1.048 -2.322 0.173
H 0.617 -1.827 3.009
H 0.328 -3.261 1.996
H 0.028 1.399 1.040
H -1.606 1.022 0.503
H -0.989 0.116 1.836
H -0.604 2.805 -1.169
H 0.254 2.886 -2.666
H 1.066 2.388 -1.161
*
```

Results
**Kohn-Sham gap**: 5.90 eV
**Energy above the lowest of the compared OMol25 structures with the same formula, charge and spin**: 94.6 kJ/mol
**Calculated total energy**: -9985.6434 eV
**Max |F|**: 1.1 eV/A
**HOMO level**: -2.289 eV